DFT (ωB97M-V/def2-TZVPD) results for a structure of composition C15H19I2N4OTi.

Summary:
**DFT total energy**: -2321.709178 a.u.
**Expectation value of S²**: 0.7532

The geometry in ORCA input format:
```
! RIJCOSX wB97M-V def2-TZVPD def2/J DEFGRID3
* xyz 2 2
Ti -0.0512 -0.2145 0.0898
O -0.8892 1.3468 -0.1688
H 0.9565 1.4891 1.8512
C -1.5886 -2.8180 0.0365
H 2.6049 -0.9321 2.1201
N -1.0561 -1.1026 -1.6934
C -5.0091 1.0379 -0.4113
H 2.8550 1.3238 0.0621
H -2.9332 -1.9927 -1.3590
H -0.3898 -1.4005 -2.4019
H 3.9824 -0.0186 0.2412
N -0.8802 -2.0401 0.8751
C -2.2599 1.2299 -0.2081
C -1.1682 -3.6611 2.6120
H 2.2476 -0.2956 -1.4911
C -1.8844 -4.4711 1.7371
C 2.9427 0.2801 0.3679
C 2.4961 0.1077 1.8047
H -0.9883 -3.9530 3.6363
C -4.4358 1.6407 0.7031
H -2.6527 -4.6490 -0.2622
C -0.6859 -2.4641 2.1422
H -4.6540 0.0131 -2.2665
C -2.0936 -4.0443 0.4395
C -3.0541 1.7279 0.8120
I -7.0708 0.9209 -0.5710
H -2.4723 -0.4562 -3.1578
H -2.2764 -5.4236 2.0683
H 2.2967 -1.5081 -0.4275
H 3.1112 0.7174 2.4661
N 2.0409 -0.5238 -0.5201
H -5.0640 2.0397 1.4876
H -1.2199 0.7214 -2.7385
C -1.8814 -2.2869 -1.3392
C -1.9030 -0.0262 -2.3332
H -1.7596 -3.0772 -2.0808
I -2.1727 2.5557 2.4958
C -4.2033 0.4955 -1.4079
H 0.6695 0.2300 2.7973
N 1.0583 0.4726 1.8897
C -2.8226 0.5820 -1.3106
H -0.1225 -1.8093 2.7921
*
```

These are the Löwdin partial charges, in e, on atoms 1 to 4:
1. Ti 1.0931
2. O -0.2452
3. H 0.0889
4. C -0.2248


DFT (ωB97M-V/def2-TZVPD) results for the molecule C15H19N3O at a distorted geometry.

Summary:
**DFT total energy**: -822.456557 a.u.
**SMILES**: CC(C)(C)C(=O)CCc1cnnn1-c1ccccc1

The geometry in ORCA input format:
```
! RIJCOSX wB97M-V def2-TZVPD def2/J DEFGRID3
* xyz 0 1
H -1.7958 -0.7312 -3.9468
H 1.7011 1.0494 1.9300
C -1.1479 1.0917 2.3135
H -1.5190 2.7465 1.0113
H -2.1524 -0.6777 -2.1739
C -1.1599 0.9357 -0.1929
C -2.1835 1.3855 3.1803
H -0.3120 1.9434 -4.1819
C -0.4179 1.2942 -1.4777
C 2.9214 -2.0911 1.6539
H 0.5691 -1.6253 -3.1388
O 0.1195 2.3766 -1.5655
N -0.5746 -0.0429 2.8465
H -2.3966 0.7345 -3.1912
H 1.2712 1.3579 -3.7644
H 3.7483 -0.1649 1.2265
C 1.6723 -0.0486 1.9114
H 3.8493 -2.5833 1.3887
H 0.1859 -1.3602 -1.4453
H -2.8796 2.1876 3.0808
C -1.7673 -0.1177 -3.0241
H 1.8682 -3.9105 2.2160
H 0.1251 2.2139 1.0346
C -0.9029 1.8536 1.0359
H -0.2095 -2.6383 2.8570
C -0.3395 0.3255 -2.6998
H 0.1881 0.3915 -4.8024
H 1.5735 -0.5178 -2.1100
N -2.2138 0.4636 4.1635
N -1.3159 -0.4042 3.9239
C 2.8466 -0.7041 1.5523
C 0.5691 -0.7497 2.4274
H -2.2397 0.9540 -0.3954
C 0.5503 -0.8909 -2.3452
H -0.9769 -0.1351 0.0361
C 0.6717 -2.1409 2.5065
C 0.2353 1.0530 -3.9368
C 1.8388 -2.8237 2.0962
*
```

These are the Löwdin partial charges, in e, on atoms 1 to 4:
1. H 0.0984
2. H 0.1174
3. C -0.2051
4. H 0.1204


DFT (ωB97M-V/def2-TZVPD) results for the molecule C15H19N3O3.

Summary:
**DFT total energy**: -972.978267 a.u.
**SMILES**: COc1cc(OC)cc(C(=O)NCCCn2ccnc2)c1

The geometry in ORCA input format:
```
! RIJCOSX wB97M-V def2-TZVPD def2/J DEFGRID3
* xyz 0 1
H 0.8413 -2.2967 0.6983
C -0.1377 1.1056 -1.1421
C -1.5791 0.6076 0.8771
H 0.4524 3.2210 0.2165
H -1.9284 2.4340 3.6999
C 1.9550 -0.7768 -2.6800
C -2.0323 0.9765 2.1404
C -1.5749 2.1547 2.7216
H -1.9556 -0.2841 0.4023
H -4.1047 -1.3281 3.1209
C 0.4213 -0.6940 -2.7041
H 3.5567 -1.7067 -1.5667
H -2.6376 -1.6760 2.1763
H 0.1248 0.0010 -3.4939
H 0.5736 -5.6782 -1.6661
N 1.7866 -2.7227 -1.1693
H 2.3641 0.2334 -2.6905
N -0.1327 -0.2124 -1.4614
C 0.8791 -4.6998 -1.3551
C -0.2324 2.6148 0.7866
C -0.6744 1.4295 0.2128
H -3.9893 -0.7695 1.4354
H 1.5307 4.5467 1.8543
C 1.7285 -3.8268 -1.9720
C -3.4289 -0.9418 2.3598
H -0.0107 -1.6757 -2.9105
H 0.1323 5.3773 1.1172
O -2.9145 0.2588 2.8855
H -0.3681 -0.8979 -0.7631
C 2.4899 -1.4966 -1.4346
O -0.3146 4.1146 2.7040
C -0.6829 2.9832 2.0497
H 2.2836 -1.2908 -3.5841
H 2.3737 -0.8537 -0.5579
N 0.4165 -4.1578 -0.1991
C 0.5591 5.0089 2.0548
O 0.2798 1.9566 -1.9049
H 0.6916 5.8416 2.7437
C 0.9744 -2.9816 -0.1175
H 2.2836 -3.8982 -2.8843
*
```

These are the Löwdin partial charges, in e, on atoms 1 to 4:
1. H 0.1235
2. C -0.4451
3. C 0.0206
4. H 0.1112


DFT (ωB97M-V/def2-TZVPD) results for the molecule C15H19N5O5 at a distorted geometry.

Summary:
**DFT total energy**: -1232.938183 a.u.
**SMILES**: CCOc1ccc(NC(=O)COC(=O)Cn2cnnn2)cc1OCC

The geometry in ORCA input format:
```
! RIJCOSX wB97M-V def2-TZVPD def2/J DEFGRID3
* xyz 0 1
H 0.2488 5.9559 -1.4757
C 0.4011 3.2680 -1.5811
H -2.7326 5.5986 -0.8513
H -0.3370 -5.2866 -0.6663
H 0.3652 4.0074 -2.3644
H 0.2039 -4.7245 2.2247
C 1.9909 -2.3740 -2.1966
C 0.5297 1.3278 0.3822
H 1.1017 1.7567 -2.9259
O 1.6657 -0.3414 -3.4349
O 1.0066 -2.7589 0.3109
C -1.9047 5.6687 -1.5519
C 1.6291 -0.8766 -2.3510
C -0.7806 -4.3609 2.0279
H 2.7515 -2.4977 -1.4185
H -0.5834 1.1423 2.8214
O -0.2859 3.0039 1.9540
N -1.6908 -4.0478 2.9102
H 1.6523 2.9904 3.8208
C 0.8884 1.0169 -0.9319
C 0.8256 1.9886 -1.9122
C 1.2721 2.0068 3.5572
C -0.1647 2.1289 3.0564
C 0.0412 3.5963 -0.2861
H 1.3003 1.3683 4.4359
H -1.8815 4.7597 -2.1477
H -1.4516 -4.0256 -1.2499
H -0.6528 6.7580 -0.1734
C 0.4847 -3.3060 -0.6280
H 0.5804 0.5482 1.1270
C 0.1071 2.5995 0.7194
C -0.5979 5.8530 -0.7850
H 1.3355 -0.8870 -0.3452
C -0.6972 -4.2656 -0.4970
N 1.3055 -0.3035 -1.1752
N -2.5408 -3.6860 0.9779
O 0.8506 -3.1844 -1.8889
H 1.9183 1.5845 2.7917
H -0.7865 2.5868 3.8305
N -1.2973 -4.1471 0.7940
O -0.3621 4.8204 0.1485
N -2.7507 -3.6410 2.2220
H -2.0675 6.5187 -2.2091
H 2.3560 -2.7405 -3.1565
*
```

These are the Löwdin partial charges, in e, on atoms 1 to 4:
1. H 0.1157
2. C -0.0074
3. H 0.0801
4. H 0.1478


Q: Number 1 is which compound?
A: C15H19I2N4OTi